1.
ORCA calculation (the ωB97M-V functional and the def2-TZVPD basis) on a molecular structure, C2H6AgO2 in a non-equilibrium geometry.

Calculated total energy: -376.81025 Ha
LUMO energy (spin up / spin down): -5.18 / -7.57 eV
<S²>: 2.006
Highest occupied orbital energy (spin up / spin down): -0.3979 / -0.5843 Ha

```
! wB97M-V def2-TZVPD RIJCOSX def2/J DEFGRID3
* xyz 1 3
C -1.369 -1.055 0.074
C -1.121 0.367 -0.239
O -0.055 0.809 -0.682
H -2.457 -1.197 0.167
H -0.958 -1.731 -0.684
H -0.942 -1.275 1.065
H -1.891 1.097 0.069
H 1.626 1.347 0.779
Ag 1.725 0.161 -1.573
O 2.373 0.908 0.227
H 3.069 0.567 0.797
*
```

Atom charges from the Löwdin analysis, given in e for atoms 1 to 2: atom 1 (C): -0.0578, atom 2 (C): -0.3305

=====

2.
ORCA calculation (the ωB97M-V functional and the def2-TZVPD basis) on a molecular structure, C24H26AsF6GeN4OPdSe2 in a non-equilibrium geometry.

Calculated total energy: -11067.13489 Ha
LUMO energy (spin up / spin down): 3.74 / 3.74 eV
<S²>: 0.797
Highest occupied orbital energy (spin up / spin down): -0.0269 / -0.0448 Ha

```
! wB97M-V def2-TZVPD RIJCOSX def2/J DEFGRID3
* xyz -2 2
Pd 0.169 0.604 -0.960
Se 1.226 -0.643 -4.051
N 0.776 0.798 -3.108
C 1.872 1.168 -2.398
C 1.894 2.183 -1.401
C 3.119 2.479 -0.792
C 4.288 1.816 -1.156
C 4.291 0.808 -2.108
C 3.081 0.424 -2.713
N 2.947 -0.578 -3.591
H 1.056 2.854 -1.255
H 3.160 3.256 -0.039
H 5.224 2.101 -0.687
H 5.205 0.301 -2.392
Se -2.064 -1.573 -1.882
N -1.692 -0.121 -0.914
C -2.809 0.576 -0.724
C -2.873 1.840 -0.093
C -4.090 2.430 0.059
C -5.278 1.776 -0.364
C -5.251 0.560 -0.979
C -4.001 -0.071 -1.212
N -3.818 -1.223 -1.837
H -1.955 2.310 0.232
H -4.158 3.413 0.505
H -6.230 2.267 -0.200
H -6.157 0.071 -1.312
F -1.155 2.711 -2.280
As -1.400 4.369 -2.767
F -1.644 3.883 -4.416
F 0.303 4.579 -3.065
F -1.662 6.054 -3.220
F -1.149 4.883 -1.107
F -3.110 4.220 -2.458
C 0.591 -4.485 -0.510
C 0.865 -2.988 -0.419
O 0.357 -2.281 -1.348
C 1.622 -2.471 0.612
C 1.944 -0.965 0.668
C 3.026 -0.664 1.678
C 3.533 -1.562 2.529
C 3.087 -2.934 2.524
C 2.185 -3.337 1.598
H -0.219 -4.644 -1.221
H 0.310 -4.910 0.454
H 1.479 -5.006 -0.875
H 2.351 -0.650 -0.307
H 3.393 0.358 1.672
H 4.302 -1.274 3.240
H 3.490 -3.626 3.255
H 1.890 -4.382 1.592
C -1.509 -2.595 1.769
Ge -0.576 -0.888 2.173
C -1.971 0.395 2.785
C 0.318 -1.333 3.905
C 0.706 -0.055 0.927
H -2.489 -2.593 2.253
H -0.920 -3.415 2.182
H -1.643 -2.768 0.706
H -2.298 0.104 3.786
H -2.838 0.408 2.127
H -1.572 1.409 2.834
H -0.393 -1.854 4.552
H 0.653 -0.431 4.420
H 1.178 -1.981 3.742
H 1.032 0.893 1.380
*
```

Atom charges from the Löwdin analysis, given in e for atoms 1 to 2: atom 1 (Pd): 0.7814, atom 2 (Se): 0.9905

=====

3.
ORCA calculation (the ωB97M-V functional and the def2-TZVPD basis) on a molecular structure, C37H38N11RuS in a non-equilibrium geometry.

Calculated total energy: -2526.99615 Ha
LUMO energy (spin up / spin down): -8.73 / -10.97 eV
<S²>: 6.052
Highest occupied orbital energy (spin up / spin down): -0.5829 / -0.5827 Ha

```
! wB97M-V def2-TZVPD RIJCOSX def2/J DEFGRID3
* xyz 3 5
Ru -0.746 0.364 0.965
C -2.952 -3.920 3.110
N -1.764 -3.256 3.579
C -0.837 -3.847 4.386
C 0.180 -2.968 4.571
N -0.121 -1.836 3.852
C -1.331 -2.023 3.252
S -2.261 -0.856 2.412
C 0.741 -0.713 3.829
C 1.287 -0.265 5.028
C 2.214 0.766 4.995
C 2.616 1.250 3.760
C 2.027 0.730 2.621
N 1.070 -0.202 2.640
H -3.305 -4.618 3.868
H -2.732 -4.497 2.210
H -3.738 -3.204 2.879
H -0.957 -4.837 4.781
H 1.092 -3.070 5.128
H 1.004 -0.725 5.962
H 2.642 1.151 5.908
H 3.372 2.013 3.673
H 2.364 1.068 1.650
C -0.231 2.401 -4.647
C -1.264 1.427 -4.397
C -1.901 1.195 -3.236
C -0.158 2.034 -1.632
C -0.039 3.377 -2.322
C 0.323 3.257 -3.768
N 0.182 1.770 -0.245
N 0.845 2.709 0.458
C 0.340 2.896 1.672
C 0.802 3.979 2.454
C 0.273 4.178 3.701
C -0.738 3.321 4.151
C -1.154 2.281 3.345
N -0.621 2.033 2.144
H 0.112 2.448 -5.671
H -1.559 0.840 -5.255
H -2.662 0.428 -3.206
H 0.581 4.117 -1.814
H 1.051 3.967 -4.132
H 1.571 4.605 2.036
H 0.631 4.974 4.331
H -1.180 3.463 5.123
H -1.946 1.618 3.678
C 1.135 -3.954 -3.698
C -0.307 -4.387 -3.460
C -0.455 -5.204 -2.180
C -1.271 -3.181 -3.445
N -1.229 -2.459 -2.205
C -0.327 -1.605 -1.701
N -0.765 -1.224 -0.503
N -1.922 -1.871 -0.315
N -2.193 -2.594 -1.309
H 1.773 -4.832 -3.761
H 1.507 -3.332 -2.883
H 1.224 -3.406 -4.635
H -0.615 -5.004 -4.308
H -0.077 -4.657 -1.316
H 0.112 -6.126 -2.262
H -1.498 -5.463 -2.008
H -2.299 -3.536 -3.540
H -1.033 -2.502 -4.266
H 0.582 -1.307 -2.184
C 4.764 -0.020 -1.729
C 3.995 -0.513 -0.679
C 2.668 -0.154 -0.580
C 2.112 0.736 -1.509
C 2.859 1.177 -2.598
C 4.186 0.795 -2.693
N 0.763 1.026 -1.303
C -1.658 1.928 -1.959
C -2.509 1.429 -0.825
C -2.875 2.269 0.173
C -2.476 3.656 0.190
C -1.938 4.239 -0.892
C -1.587 3.490 -2.124
H 5.805 -0.291 -1.803
H 4.426 -1.194 0.039
H 2.028 -0.574 0.193
H 2.408 1.803 -3.351
H 4.775 1.152 -3.522
H -3.029 0.484 -0.943
H -3.583 1.934 0.921
H -2.730 4.248 1.054
H -1.754 5.304 -0.922
H -2.113 3.900 -2.988
*
```

Atom charges from the Löwdin analysis, given in e for atoms 1 to 2: atom 1 (Ru): 1.2552, atom 2 (C): 0.0113

=====

4.
ORCA calculation (the ωB97M-V functional and the def2-TZVPD basis) on a molecular structure, C27H32BF3O4 in a non-equilibrium geometry.

Calculated total energy: -1673.53418 Ha
LUMO energy: 0.32 eV
Highest occupied orbital energy: -0.2885 Ha

```
! wB97M-V def2-TZVPD RIJCOSX def2/J DEFGRID3
* xyz 0 1
C 1.898 1.298 -1.382
O 0.906 0.954 -0.390
C -0.037 -0.019 -0.723
C -0.732 0.195 -2.067
C -1.164 -0.924 -2.814
C -2.015 -0.751 -3.891
C -2.475 0.525 -4.244
C -3.483 0.674 -5.333
C -1.999 1.650 -3.550
C -1.098 1.507 -2.512
H 2.592 1.946 -0.847
H 2.413 0.401 -1.764
H 1.477 1.848 -2.234
H 0.319 -1.049 -0.563
H -0.819 -1.908 -2.476
H -2.365 -1.619 -4.455
H -3.472 1.690 -5.731
H -3.271 -0.033 -6.139
H -4.501 0.472 -4.981
H -2.366 2.640 -3.834
H -0.679 2.392 -2.019
C 1.658 0.539 5.182
C 1.829 -0.351 4.049
C 1.329 -1.603 3.782
C 1.910 -2.012 2.549
C 2.751 -0.995 2.125
B -1.553 0.174 -0.154
C 3.635 -0.916 1.014
C 3.980 -2.092 0.309
C 4.921 -2.045 -0.697
C 5.426 -0.816 -1.093
C 6.231 -0.708 -2.353
F 5.580 0.065 -3.285
F 7.452 -0.128 -2.141
F 6.451 -1.916 -2.945
C 5.134 0.358 -0.396
C 4.207 0.317 0.624
O -2.196 -0.946 0.298
C -3.305 -0.451 1.071
C -4.564 -0.675 0.243
C -3.422 -1.321 2.305
C -2.918 1.075 1.305
C -4.044 2.074 1.249
C -2.081 1.276 2.581
O -2.064 1.390 0.188
O 2.677 0.047 3.034
H 1.516 -0.073 6.079
H 2.529 1.188 5.300
H 0.763 1.170 5.103
H 0.651 -2.188 4.401
H 1.764 -2.955 2.030
H 3.483 -3.028 0.577
H 5.224 -2.971 -1.187
H 5.591 1.303 -0.679
H 3.876 1.241 1.099
H -5.454 -0.474 0.852
H -4.585 -0.046 -0.655
H -4.580 -1.726 -0.077
H -4.290 -1.029 2.909
H -3.565 -2.364 1.997
H -2.529 -1.274 2.936
H -4.715 1.920 2.097
H -3.628 3.089 1.293
H -4.598 1.972 0.306
H -2.689 1.120 3.481
H -1.220 0.590 2.624
H -1.698 2.308 2.619
*
```

Atom charges from the Löwdin analysis, given in e for atoms 1 to 2: atom 1 (C): -0.0645, atom 2 (O): -0.1387